# 1
{
  "formula": "C11H16MgN2O8Se",
  "method": "ωB97M-V with the def2-TZVPD basis set",
  "multiplicity": 1,
  "orbital_gap_ev": 7.16,
  "lumo_energy_ev": 4.59,
  "energy_ev": -101826.31130,
  "charge": -2,
  "de_lowest_kcal_mol": 0.0,
  "symbols": ["C", "C", "H", "C", "C", "H", "C", "H", "H", "O", "Mg", "C", "O", "H", "C", "H", "H", "H", "C", "H", "O", "C", "O", "C", "C", "O", "H", "O", "H", "O", "H", "N", "H", "H", "N", "H", "O", "H", "Se"],
  "coordinates": [[0.67413, -3.58517, 0.44251], [2.67140, 1.07244, -0.66104], [3.87022, 0.24747, -2.92088], [-2.54139, -1.44259, 0.14654], [-0.78069, -1.53967, 3.05297], [-0.83249, -1.65015, 4.13708], [-2.06839, -1.02385, -1.26686], [2.53645, 0.63150, -4.04771], [2.97439, 2.96323, -3.55000], [-2.09424, 2.85837, 2.19425], [0.10749, -0.30442, 0.46995], [2.97518, 2.82854, -2.46273], [-0.37093, 1.53285, 1.56253], [-3.56317, 0.95074, 1.39489], [2.78963, 0.38457, -3.01227], [0.15161, 0.20508, 2.64560], [2.29697, -0.55401, -2.74305], [-2.30048, -0.03965, 3.16149], [-1.61427, 1.86848, 1.65410], [-2.91661, -1.62301, 2.71276], [3.80266, 1.33832, -0.24766], [2.31022, 1.51498, -2.10221], [-2.80681, -1.25914, -2.21363], [-2.08769, -0.92449, 2.55884], [-2.55412, 0.86157, 0.98655], [1.78804, 0.38559, -0.06023], [2.41464, 3.65240, -2.01462], [0.92005, 1.74233, -2.30639], [-2.11588, -2.42766, 0.35401], [0.36417, -0.75776, 2.69083], [-2.58331, 1.09174, -0.08020], [-2.01435, -0.49933, 1.15001], [-3.63151, -1.51000, 0.16376], [3.99567, 2.84815, -2.08693], [0.53234, -2.43453, 0.37409], [-0.61097, -2.52445, 2.62127], [-0.90788, -0.46261, -1.27600], [0.37125, 0.98855, -2.01684], [0.84871, -5.40438, 0.59522]]
}


# 2
{
  "formula": "C32H23CdClN4PS2",
  "method": "ωB97M-V with the def2-TZVPD basis set",
  "multiplicity": 1,
  "orbital_gap_ev": 7.11,
  "lumo_energy_ev": 2.44,
  "energy_ev": -87568.39409,
  "charge": -1,
  "de_lowest_kcal_mol": 0.0,
  "symbols": ["C", "C", "N", "S", "C", "N", "C", "C", "C", "H", "C", "C", "C", "H", "H", "C", "C", "C", "C", "C", "H", "Cd", "C", "H", "C", "H", "C", "C", "H", "Cl", "H", "C", "C", "N", "H", "H", "H", "C", "H", "C", "H", "H", "C", "H", "C", "C", "S", "C", "C", "C", "H", "H", "C", "H", "C", "H", "H", "H", "H", "P", "H", "N", "C", "C"],
  "coordinates": [[-4.60030, -2.09704, -0.87431], [4.16204, -1.54356, 2.89450], [-3.30288, -6.24478, -3.00061], [-3.73116, 0.41273, -0.42145], [-3.39887, -5.16101, -2.62551], [-6.46605, -5.03045, -0.68150], [-0.46196, 2.88899, 0.23411], [3.27820, -1.76986, -2.26374], [-4.57553, -3.39894, -1.34797], [6.46794, 0.10308, 1.04672], [2.69814, 3.79974, -1.64184], [-2.58036, -2.87000, 1.80983], [-1.89784, -3.92323, 1.20541], [-0.66943, 2.95541, 1.29976], [3.91369, -0.91420, -5.47426], [1.99960, 2.73126, 0.79259], [5.38511, -0.98709, 2.54511], [3.51055, -0.85196, -4.47107], [3.69989, 3.43191, -0.75024], [3.20339, -0.79443, 0.80521], [-1.65821, -3.22804, -3.04891], [-1.24587, 0.94862, -0.44675], [3.33894, 2.89855, 0.47597], [0.59545, 3.91922, -2.01039], [-0.70845, -3.67494, 0.56204], [4.08753, 2.60049, 1.19805], [4.43389, -0.23552, 0.46614], [2.45869, -0.70353, -1.89392], [1.44165, -2.90526, -0.48096], [1.61648, 2.04616, 2.35237], [-2.29946, -4.92877, 1.23217], [3.79608, -1.84994, -3.54550], [3.08044, -1.44394, 2.03282], [-0.89850, -1.33839, 1.05067], [-2.56684, -0.74680, 2.08858], [-1.07422, 3.61794, -0.29840], [4.42616, -2.68551, -3.82417], [2.71106, 0.21983, -4.10871], [4.04804, -2.05260, 3.84358], [-2.04355, -1.60651, 1.68955], [-3.52025, -3.02016, 2.32111], [3.53006, -2.53611, -1.53750], [-0.22546, -2.35729, 0.52108], [-5.42539, -1.78333, -0.24873], [5.51702, -0.33272, 1.32882], [0.96071, 3.08751, -0.07528], [-1.13573, -0.58729, -2.41364], [-3.58405, -1.17295, -1.14306], [2.18484, 0.29087, -2.82502], [-2.49633, -1.59325, -1.95944], [-0.15421, -4.46909, 0.07743], [2.48373, 0.99818, -4.82595], [-2.49203, -2.90710, -2.43820], [1.55315, 1.12503, -2.54278], [-5.62744, -4.30422, -0.98731], [2.12587, -1.87238, 2.31592], [2.95694, 4.21844, -2.60708], [4.74472, 3.55771, -1.00303], [6.23045, -1.06317, 3.21758], [1.70567, -0.55130, -0.23366], [4.54732, 0.27945, -0.48031], [0.99592, -2.10158, -0.06749], [1.36819, 3.63199, -1.30518], [-3.49728, -3.81449, -2.14376]]
}


# 3
{
  "formula": "C40H90ClN5",
  "method": "ωB97M-V with the def2-TZVPD basis set",
  "multiplicity": 1,
  "orbital_gap_ev": 10.00,
  "lumo_energy_ev": -7.84,
  "energy_ev": -62878.29869,
  "charge": 4,
  "de_lowest_kcal_mol": 19.1,
  "symbols": ["H", "H", "H", "H", "H", "H", "H", "H", "H", "H", "H", "H", "H", "H", "C", "H", "C", "C", "C", "H", "N", "C", "H", "N", "C", "H", "H", "H", "H", "C", "C", "C", "H", "H", "H", "N", "H", "H", "H", "H", "H", "C", "H", "H", "C", "C", "H", "C", "H", "H", "H", "Cl", "H", "H", "H", "H", "C", "N", "C", "C", "H", "H", "H", "N", "C", "H", "H", "H", "H", "H", "H", "H", "H", "H", "C", "H", "C", "H", "H", "H", "C", "H", "H", "H", "H", "H", "H", "H", "C", "H", "H", "H", "H", "H", "C", "H", "H", "C", "C", "H", "H", "H", "C", "C", "H", "C", "C", "H", "H", "H", "H", "H", "C", "C", "H", "C", "H", "C", "H", "H", "H", "H", "C", "H", "C", "C", "C", "H", "C", "C", "C", "C", "H", "H", "H", "H"],
  "coordinates": [[2.33684, 7.58118, 6.45358], [-3.60614, 4.81107, 0.19012], [-5.36189, 13.46961, 6.47498], [-6.30353, 6.63509, 6.91259], [-4.57465, 5.01893, 3.13548], [-4.55459, 7.88556, -2.16662], [0.50252, 8.55092, 0.85686], [0.58883, 14.90289, 7.10167], [-6.52908, 9.69418, 4.79776], [-3.33560, 13.08441, 3.31818], [-4.93694, 10.76620, -0.67160], [-8.42264, 15.68959, 5.84668], [0.43816, 14.74033, 2.86991], [2.43151, 12.92700, 3.73840], [0.18293, 8.25773, 1.85757], [-2.28358, 8.78860, 10.46267], [-5.00730, 9.05627, 6.19426], [-0.93425, 12.64136, 6.65930], [-5.07411, 10.00055, 0.09557], [-2.25381, 11.74232, 8.73191], [-4.40745, 7.60655, -0.00219], [0.78594, 14.37873, 3.83776], [-3.58204, 7.55133, 4.59147], [1.36204, 8.07614, 3.98411], [-3.87828, 9.03507, 0.17664], [3.25576, 6.61474, 5.31893], [-0.66152, 7.85981, 4.45657], [1.49061, 15.10135, 4.23467], [5.22281, 7.98232, 5.69403], [0.23505, 8.10368, 5.02156], [-4.13247, 7.40838, 7.91900], [0.45258, 6.77903, 2.13562], [-4.05764, 7.21477, 1.98725], [-7.39891, 7.10536, 4.93716], [-3.47232, 7.41846, 10.33884], [-5.65628, 14.24071, 4.53640], [-2.19969, 14.28752, 7.08140], [-5.64863, 15.07898, 2.64974], [-7.16543, 8.90300, 6.33025], [-5.05196, 7.51250, 8.49129], [0.25733, 9.11826, 5.40209], [3.15418, 7.62434, 5.72489], [-0.71251, 15.15524, 5.11039], [-3.86936, 6.34934, 7.92341], [-3.24804, 7.38324, 5.61617], [-2.70460, 12.68124, 8.40359], [-0.49977, 6.27679, 2.31054], [2.68010, 8.51479, 4.57770], [-6.57057, 16.26326, 4.52052], [-5.24303, 5.20606, 0.68037], [4.32948, 9.13203, 6.68994], [-2.39676, 10.30224, 3.75256], [-6.52828, 12.38857, 4.08921], [2.39110, 6.49040, 3.05384], [0.61083, 9.97310, 3.19516], [-6.46085, 6.98278, -0.26956], [-6.31999, 9.14472, -0.16106], [-4.45673, 7.67572, 6.45484], [-4.84343, 13.48741, 5.51445], [-3.90908, 13.77218, 2.68675], [-7.15647, 9.49815, 0.43622], [-2.28087, 13.81574, 1.28646], [-3.47477, 9.10344, 1.18984], [0.15121, 13.28002, 5.81946], [-6.39262, 7.51448, 5.01372], [2.58619, 9.56568, 4.85833], [-0.85712, 8.57498, 1.93831], [-6.52877, 9.21940, -1.22458], [1.03807, 5.94422, 4.04595], [-3.71514, 9.25718, 8.71932], [2.01339, 14.36350, 6.20770], [-2.28262, 15.25928, 2.35490], [-1.60610, 12.16536, 5.93570], [-5.55504, 15.79314, 5.86979], [-3.08058, 8.39667, 8.47918], [-3.65715, 12.45231, 7.91924], [0.90140, 12.24048, 5.00301], [-8.93178, 13.67634, 4.61453], [-3.85247, 13.91387, 5.60200], [-3.16056, 7.03265, -1.53203], [-0.44150, 14.17086, 4.72679], [-4.35035, 15.64822, 3.63482], [-8.06195, 12.80574, 5.89314], [1.99396, 9.27475, 2.35228], [0.37218, 7.31223, 5.75205], [1.05818, 12.55511, 2.74225], [-2.68579, 6.87142, 0.80822], [-7.15064, 13.67095, 3.13776], [-4.23866, 7.16366, -1.41784], [3.42313, 8.52024, 3.77751], [-5.18088, 9.48823, 7.18553], [-4.22629, 9.72090, 5.82409], [0.15288, 11.45186, 4.87969], [-7.47952, 14.76714, 6.95305], [-7.61151, 14.96801, 5.89126], [1.47329, 13.31020, 7.42518], [-1.29337, 13.65073, 4.29878], [-6.39808, 8.92764, 5.55606], [-5.90608, 7.75771, 0.26580], [-6.14912, 7.45185, 1.28627], [-4.76250, 6.22344, -1.56363], [-4.43269, 13.16207, 1.94688], [1.37472, 6.72408, 3.36820], [1.09964, 14.03383, 6.70062], [-3.16241, 9.25165, -0.61134], [-8.00671, 13.62337, 5.18076], [-3.73555, 6.74206, 1.06324], [-2.91386, 4.85369, 2.62848], [-5.26630, 5.75005, 5.81732], [-2.96666, 6.34518, 5.76368], [-2.28803, 8.71688, 7.80973], [-5.04070, 10.65236, 0.97325], [-6.87954, 13.42073, 4.16226], [-5.61176, 6.74790, 6.07696], [1.72008, 11.83617, 5.59431], [-2.89896, 14.53978, 1.81321], [0.94254, 6.27139, 1.30839], [1.05118, 9.04251, 2.84613], [-5.92002, 7.52520, 4.02618], [-0.99296, 13.95503, 8.39574], [4.60670, 7.45641, 7.31332], [-0.42268, 11.82892, 7.18157], [-6.33618, 15.44181, 5.19323], [-3.08393, 13.17275, 9.30288], [1.34009, 12.95254, 3.71445], [-3.95042, 4.63612, 2.33086], [-2.63383, 7.94478, 9.88030], [-4.83303, 12.42575, 5.26797], [4.43486, 8.07587, 6.44220], [-1.66926, 13.52981, 7.66019], [-4.88622, 14.74004, 3.34985], [-4.19646, 5.27384, 0.98078], [-2.49859, 8.14839, 5.77574], [-1.88939, 7.15064, 9.78595], [-3.93595, 3.54937, 2.25532], [-3.46540, 15.11017, 1.07429]]
}


# 4
{
  "formula": "C24H36N2O3PtSSi",
  "method": "ωB97M-V with the def2-TZVPD basis set",
  "s_squared": 6.08,
  "multiplicity": 5,
  "orbital_gap_ev": [6.11, 4.83],
  "lumo_energy_ev": [-8.23, -10.47],
  "energy_ev": -56535.93177,
  "charge": 2,
  "symbols": ["C", "H", "Pt", "H", "C", "H", "S", "H", "H", "H", "O", "C", "H", "C", "N", "C", "C", "H", "C", "H", "H", "H", "H", "C", "C", "O", "H", "C", "H", "H", "H", "C", "H", "C", "H", "C", "O", "H", "C", "H", "C", "C", "H", "Si", "C", "H", "H", "C", "C", "H", "H", "H", "H", "H", "H", "H", "C", "H", "H", "H", "N", "H", "C", "C", "H", "H", "C", "C"],
  "coordinates": [[-0.03436, -0.17510, 3.83722], [1.37974, -2.68011, -0.99607], [-2.06162, 0.40053, -0.74865], [-3.96643, 4.00039, -3.55624], [-0.99137, 0.93542, 4.24346], [1.36537, 0.38445, 5.39954], [-0.36256, -0.91086, 0.07751], [4.60068, -2.00314, 0.79803], [-1.57204, 0.68603, 5.14800], [-1.65358, -1.54052, 4.24938], [1.84055, 1.43448, 0.72432], [3.83356, 0.79322, -0.81164], [-0.75587, 3.13841, 0.19661], [-2.52052, 4.93781, -2.20519], [-3.64928, 1.45652, -2.83356], [1.81522, 2.08747, -1.66608], [-1.42831, 3.41821, -0.61513], [4.11456, -2.32647, 2.46829], [-4.43354, -3.25926, -3.97992], [4.43763, -3.66245, 1.32051], [1.89555, -3.42623, 2.79134], [-5.53290, -0.06553, -3.34092], [2.68771, -3.86925, -0.81038], [4.02645, -2.67527, 1.44256], [-3.17577, 3.85959, -2.76500], [0.72165, 0.36710, 2.71070], [3.05571, -2.19034, -1.21285], [-3.07971, -3.05068, -3.64787], [-1.31854, 5.57063, -0.48355], [-1.26856, -1.20942, 2.48242], [-1.72857, 1.11665, 3.43940], [-4.91522, -0.97365, -3.38728], [4.71834, 1.26512, -1.25909], [3.41186, 3.04121, 0.06754], [0.65913, -3.15628, 1.56875], [-2.09596, 2.33234, -1.18074], [2.28908, -1.19806, 1.25802], [-0.06118, -2.24969, 3.51246], [2.73488, 1.81052, -0.50760], [3.49330, 0.04375, -1.55366], [0.93800, -0.55810, 4.94167], [1.65444, -3.55902, 1.73878], [0.43823, -0.93165, 5.83942], [1.23532, 0.01073, 1.25954], [2.40779, -2.86787, -0.60283], [2.35656, 2.27276, -2.58715], [4.04502, 0.26230, 0.15566], [-1.69104, 4.69965, -1.06072], [-3.58272, -0.87284, -2.95041], [-2.69279, 5.95447, -2.57296], [-6.40070, -2.24819, -4.17012], [1.83620, -4.51719, 1.33703], [3.84334, 2.76459, 0.98401], [1.00463, 1.35757, -1.81300], [4.24405, 3.27939, -0.65446], [-2.45376, -3.91085, -3.64802], [-2.64998, -1.83407, -3.15543], [-4.76462, -4.27714, -4.26116], [-0.35804, 1.81993, 4.44875], [1.27751, 3.01718, -1.42768], [-3.29641, 0.32785, -2.30231], [2.72849, 3.92332, 0.14951], [-5.34161, -2.19143, -3.91344], [-3.03306, 2.59128, -2.22761], [1.65510, -1.29219, 4.64591], [-1.61193, -1.67900, -2.76246], [-0.84294, -1.38916, 3.49974], [2.57981, -2.60986, 0.93512]]
}


Number 4 is which compound?
C24H36N2O3PtSSi